Computed, not measured: a structure of composition C14H32N6O6STi in a non-equilibrium geometry, with ωB97M-V/def2-TZVPD.

Positions of all 60 atoms, in Å:
O 3.384 -2.392 -4.048
H 3.754 -2.617 -3.183
Ti 0.715 -1.103 -0.792
N 0.579 -0.059 -2.558
N 2.182 0.288 -0.525
N -1.179 -1.938 -0.741
N 0.037 -0.954 1.250
O -0.279 -0.143 -3.483
O -1.830 -2.495 -1.832
O 0.912 -0.713 2.290
O 2.710 0.672 0.591
C 2.637 0.780 -1.729
C 1.811 0.540 -2.843
C -1.775 -2.174 0.464
C -1.125 -1.675 1.578
C 2.142 0.767 -4.259
H 2.147 -0.178 -4.802
H 3.136 1.193 -4.334
H 1.421 1.439 -4.725
C 3.950 1.434 -1.697
H 4.680 0.778 -1.227
H 3.949 2.357 -1.120
H 4.288 1.650 -2.701
C -3.047 -2.893 0.555
C -1.526 -1.884 2.966
H -3.256 -3.435 -0.368
H -3.876 -2.198 0.745
H -3.060 -3.596 1.395
H -1.022 -1.172 3.635
H -1.328 -2.907 3.337
H -2.612 -1.759 3.084
H -1.377 -2.192 -2.625
H 1.612 -0.116 1.883
C 1.944 -2.569 -0.436
H 2.446 -3.044 -1.267
H 1.164 -3.175 0.076
H 2.634 -2.092 0.285
O 0.188 -3.479 -4.415
H 1.122 -3.387 -4.745
H 0.336 -3.622 -3.469
C 1.001 2.413 2.760
N -0.455 2.246 2.689
C -1.139 2.454 3.946
C -1.089 1.850 1.574
S -0.524 0.686 0.431
N -2.223 2.422 1.120
C -3.346 2.854 1.918
C -2.455 2.364 -0.322
H 1.215 3.402 3.202
H 1.451 2.330 1.772
H 1.402 1.637 3.426
H -1.766 3.348 3.993
H -1.732 1.580 4.223
H -0.352 2.564 4.695
H -3.467 3.942 1.935
H -4.259 2.426 1.497
H -3.286 2.499 2.937
H -1.651 2.887 -0.860
H -2.482 1.317 -0.665
H -3.433 2.843 -0.482

Atoms 1-2, force components in eV/Å:
-0.6 0.3 0.4
0.0 0.0 -0.2

Output
Spin multiplicity: 3
Net charge: 0
Energy, eV: -70200.251
LUMO level (alpha / beta), eV: -1.82 / -1.81

Atom charges from the Löwdin analysis, given in e for atoms 1 to 5:
1. O -0.54
2. H -0.19
3. Ti 0.77
4. N -0.17
5. N -0.23

---

Computed, not measured: a structure of composition C13H11Cl5MnN2O3S in a non-equilibrium geometry, with ωB97M-V/def2-TZVPD.

Positions of all 36 atoms, in Å:
Mn -0.205 0.927 0.848
Cl 5.941 4.541 -0.608
C 4.321 4.044 -0.251
C 3.999 2.691 -0.122
Cl 5.238 1.498 -0.326
C 2.709 2.292 0.156
Cl 2.284 0.625 0.291
C 1.625 3.216 0.325
O 0.446 2.863 0.568
C 2.002 4.591 0.182
Cl 0.739 5.753 0.369
C 3.298 4.981 -0.094
Cl 3.674 6.668 -0.254
O -1.948 1.130 0.927
S 1.309 0.321 5.424
C 0.801 0.574 3.864
N 0.444 0.747 2.772
O -0.390 -1.147 0.472
C -1.279 -2.001 0.552
C -0.898 -3.454 0.357
C -0.995 -3.715 -1.161
C -2.297 -3.279 -1.864
C -2.552 -1.746 -1.920
C -3.142 -1.075 -0.680
N -2.618 -1.806 0.512
H -1.592 -4.108 0.894
H 0.116 -3.649 0.710
H -0.832 -4.784 -1.337
H -0.165 -3.187 -1.642
H -3.160 -3.786 -1.410
H -2.222 -3.660 -2.891
H -3.204 -1.521 -2.772
H -1.575 -1.293 -2.165
H -4.233 -1.158 -0.666
H -2.537 0.578 0.229
H -3.102 -2.673 0.713

Atoms 1-2, force components in eV/Å:
0.6 -0.7 0.2
0.0 0.0 0.0

Output
Spin multiplicity: 2
Net charge: -2
Energy, eV: -127549.105
LUMO level (alpha / beta), eV: 4.11 / 4.11

Atom charges from the Löwdin analysis, given in e for atoms 1 to 5:
1. Mn 0.47
2. Cl 0.59
3. C -0.74
4. C -0.71
5. Cl 0.64

---

Computed, not measured: a structure of composition ClFO4Pb in a non-equilibrium geometry, with ωB97M-V/def2-TZVPD.

Positions of all 7 atoms, in Å:
Pb -1.078 2.398 1.611
F 3.048 2.389 2.722
Cl 1.048 -3.196 -2.054
O 1.006 0.015 0.115
O -1.379 -0.489 -0.811
O -2.877 -0.180 -0.706
O 0.232 -0.938 -0.877

Atoms 1-2, force components in eV/Å:
1.8 -1.4 -0.6
-1.2 0.1 -0.2

Output
Net charge: 0
Energy, eV: -28653.844
LUMO level, eV: -5.31

Atom charges from the Löwdin analysis, given in e for atoms 1 to 5:
1. Pb 1.43
2. F -0.60
3. Cl -0.07
4. O -0.23
5. O -0.18

---

Computed, not measured: a structure of composition C24H16AgN5O2SSe in a non-equilibrium geometry, with ωB97M-V/def2-TZVPD.

Positions of all 50 atoms, in Å:
Ag -1.717 0.015 -0.580
Se 0.721 -6.692 2.817
N 0.844 -4.953 3.323
C 0.084 -4.185 2.594
C -0.155 -2.772 2.719
C 0.305 -1.884 3.717
C 0.174 -0.483 3.632
C -0.369 0.048 2.479
N -0.864 -0.826 1.602
C -0.913 -2.156 1.674
C -1.544 -2.883 0.595
N -2.208 -2.202 -0.381
C -2.856 -2.910 -1.308
C -2.975 -4.326 -1.277
C -2.188 -5.026 -0.427
C -1.515 -4.285 0.586
C -0.652 -4.933 1.571
N -0.483 -6.249 1.569
H 0.900 -2.309 4.495
H 0.546 0.281 4.385
H -0.370 1.084 2.199
H -3.361 -2.407 -2.127
H -3.660 -4.752 -1.961
H -2.104 -6.125 -0.365
O 1.615 -2.113 0.201
N 0.876 -1.815 -0.515
O -1.496 2.083 -0.372
S -0.776 2.710 -1.505
C -0.120 4.299 -0.933
C -0.607 4.844 0.267
C -0.026 5.993 0.716
C 0.805 6.692 -0.097
C 1.072 6.276 -1.304
C 0.687 5.035 -1.786
C 0.591 1.593 -1.841
C 1.726 1.561 -0.999
C 2.750 0.705 -1.319
C 2.717 -0.054 -2.487
C 1.595 -0.028 -3.308
C 0.533 0.812 -3.005
H -1.259 4.183 0.902
H -0.342 6.302 1.694
H 1.173 7.655 0.200
H 1.784 6.876 -1.847
H 0.938 4.683 -2.755
H 1.732 2.043 -0.011
H 3.656 0.747 -0.681
H 3.640 -0.380 -2.947
H 1.433 -0.702 -4.181
H -0.336 0.926 -3.618

Atoms 1-2, force components in eV/Å:
-0.5 -1.1 0.4
-0.8 2.0 -0.3

Output
Net charge: +2
Energy, eV: -116853.459
LUMO level (alpha / beta), eV: -10.08 / -10.07

Atom charges from the Löwdin analysis, given in e for atoms 1 to 5:
1. Ag 0.79
2. Se 1.23
3. N -0.21
4. C -0.34
5. C -0.09

---

Computed, not measured: a cluster of 2 separate species, C11H16NS in total in a non-equilibrium geometry, with ωB97M-V/def2-TZVPD.

Positions of all 29 atoms, in Å:
C -3.600 0.975 0.688
C -2.711 1.157 1.822
C -3.414 0.049 -0.238
C -1.676 0.318 2.010
C -2.034 -0.667 -0.284
C -1.208 -0.564 1.018
C 1.297 0.438 -1.915
C 1.707 1.832 -1.476
C 2.305 -0.085 0.142
C 3.054 -0.822 1.159
C 0.056 -1.147 0.971
N 2.046 -0.503 -1.101
S 1.832 1.574 0.384
H -4.602 1.440 0.655
H -2.767 1.988 2.496
H -4.180 0.002 -0.984
H -0.811 0.468 2.702
H -2.031 -1.692 -0.545
H 0.207 0.346 -1.588
H 1.454 0.343 -2.995
H 2.656 2.221 -1.852
H 0.823 2.504 -1.507
H 2.747 -0.525 2.109
H 4.159 -0.740 1.027
H 2.956 -1.876 1.019
H 0.634 -1.225 1.888
H 0.221 -1.809 0.122
H -1.506 -0.184 -1.069
H 2.176 -1.471 -1.461

Atoms 1-2, force components in eV/Å:
-0.9 1.2 2.9
-3.2 1.9 -1.3

Output
Spin multiplicity: 3
Net charge: +1
Energy, eV: -23980.784
LUMO level (alpha / beta), eV: -4.01 / -5.49

Atom charges from the Löwdin analysis, given in e for atoms 1 to 5:
1. C -0.08
2. C -0.05
3. C -0.02
4. C -0.05
5. C -0.11

---

Computed, not measured: a structure of composition C3HCuO2 in a non-equilibrium geometry, with ωB97M-V/def2-TZVPD.

Positions of all 7 atoms, in Å:
O 0.833 0.276 -1.179
O -1.150 0.702 -0.371
C -0.055 0.071 -0.301
Cu -0.446 1.417 -1.966
C 0.486 -1.234 1.933
C 0.216 -0.794 0.833
H 1.051 -2.175 2.127

Atoms 1-2, force components in eV/Å:
-0.3 0.2 -0.7
-0.2 0.3 -0.7

Output
Spin multiplicity: 2
Net charge: +1
Energy, eV: -51849.249
LUMO level (alpha / beta), eV: -6.74 / -8.83

Atom charges from the Löwdin analysis, given in e for atoms 1 to 5:
1. O 0.08
2. O 0.08
3. C -0.59
4. Cu 1.08
5. C 0.20